Record 1
Molecular formula: C21H42AlBF4N2O5P2
Method: DFT, wB97M-V/def2-TZVPD

Atoms and positions in Å:
P -6.935 0.356 -0.078
P -5.643 -3.083 1.594
Al -8.105 3.937 -2.781
F -9.169 3.427 -1.539
F -7.156 5.233 -2.228
F -8.993 4.394 -4.152
F -7.082 2.603 -3.166
O -4.933 -1.994 2.529
O -7.549 -0.544 1.171
O -4.852 -4.316 1.664
O -0.240 -0.464 -1.813
O -7.106 -3.392 2.161
N -5.184 -0.102 -0.265
N -4.397 0.967 -0.386
C -3.125 0.728 -0.532
C 6.019 0.905 0.911
C 8.089 -3.067 1.134
C -1.434 2.302 0.567
C -0.119 -1.344 0.580
C 7.250 -1.030 -0.231
C -5.611 -2.512 -0.148
C 5.328 1.352 -0.399
C 8.445 -1.903 0.208
C 1.075 2.475 1.142
C -7.737 -0.142 -1.663
C 2.396 3.137 0.670
C -2.250 1.955 -0.717
C 6.351 -0.599 0.960
C 3.783 1.173 -0.293
C -3.316 -1.617 -0.410
C 7.249 -4.142 0.409
C -2.467 -0.538 -0.537
C -0.052 2.864 0.170
C 2.994 2.481 -0.579
C -4.670 -1.321 -0.296
B -0.901 -0.757 -0.670
H -2.941 -2.632 -0.411
H 3.494 0.449 -1.065
H 6.924 1.506 1.066
H 6.363 -3.694 -0.043
H 6.645 -1.514 -1.004
H 5.348 1.168 1.738
H -1.614 1.750 -1.583
H -6.995 -0.213 -2.464
H -8.404 0.685 -1.919
H 7.510 -2.767 2.012
H 6.826 -0.787 1.922
H 9.210 -1.241 0.625
H 0.578 -0.967 -1.898
H 7.631 -0.113 -0.694
H 2.245 4.201 0.463
H -2.027 3.043 1.102
H -6.587 -2.344 -0.606
H 0.730 -0.684 0.790
H 5.608 2.391 -0.592
H -4.923 -2.378 3.419
H 0.876 2.834 2.156
H -5.152 -3.335 -0.696
H -8.427 -0.162 1.326
H -1.306 1.381 1.148
H 3.541 0.733 0.680
H 0.225 2.467 -0.809
H 5.392 -1.120 0.856
H 3.705 3.196 -1.005
H 3.090 3.064 1.517
H 8.873 -2.339 -0.705
H -0.760 -1.311 1.465
H 2.257 2.269 -1.358
H 7.878 -4.628 -0.340
H -2.877 2.807 -0.983
H 5.679 0.784 -1.264
H -8.268 -1.096 -1.580
H 1.257 1.396 1.129
H 9.021 -3.503 1.508
H -0.054 3.955 0.105
H 0.301 -2.337 0.391
H 6.938 -4.874 1.159
H -7.761 -3.462 1.455

Its orbital gap is 7.50 eV. The calculation puts the max |F| at 0.0699 hartree/bohr. As for the total energy: -72407.707 eV. As for the net charge: 0. As for the spin multiplicity: 1.

---

Record 2
Molecular formula: C21H42AsInN2
Method: DFT, wB97M-V/def2-TZVPD

Atoms and positions in Å:
In -0.130 0.414 0.654
As 2.169 -1.740 -1.671
N -1.110 1.624 2.827
N 1.784 1.258 1.975
C -0.933 1.635 -2.083
C -3.463 -3.461 -0.849
C 3.726 -2.928 -1.506
C 2.947 -0.461 -2.929
C -1.136 0.164 -2.451
C 0.000 2.517 3.151
C -3.773 -2.483 0.087
C -2.770 -1.892 0.838
C -2.259 2.403 2.371
C -0.171 2.316 -3.232
C 1.207 -2.816 -3.000
C 1.328 1.791 3.268
C -1.141 -3.257 -0.247
C -1.432 -2.262 0.684
C -1.487 0.786 3.958
C -0.345 -1.572 1.453
C 2.698 0.133 2.175
C -0.124 1.767 -0.809
C -2.140 -3.846 -1.009
C -2.319 2.298 -1.977
C 2.463 2.301 1.193
H -0.726 2.258 -4.175
H 2.076 2.486 3.673
H -1.883 -4.612 -1.731
H 1.812 3.164 1.076
H -3.024 -1.116 1.554
H -0.598 -1.503 2.511
H 0.152 2.786 -0.543
H 4.522 -2.414 -0.965
H 3.405 -0.977 -3.774
H 0.599 -2.108 1.356
H 1.252 0.964 3.974
H 1.839 -2.992 -3.871
H 0.068 3.251 2.345
H -0.112 -3.570 -0.370
H 2.196 -0.659 2.729
H -2.615 3.087 3.154
H 0.922 -3.773 -2.565
H -2.868 2.257 -2.925
H -1.744 1.387 4.842
H 3.597 0.443 2.722
H 3.699 0.143 -2.421
H -0.002 3.371 -3.003
H -1.691 -0.367 -1.667
H -3.070 1.728 2.097
H -2.216 3.347 -1.688
H -1.982 2.962 1.477
H 2.674 1.926 0.193
H -0.683 0.101 4.224
H -4.802 -2.174 0.227
H -2.911 1.795 -1.209
H 2.162 0.205 -3.284
H -0.202 3.070 4.080
H -0.168 -0.329 -2.575
H 0.300 -2.295 -3.305
H 0.805 1.845 -3.367
H 4.100 -3.231 -2.484
H -2.355 0.185 3.686
H 3.444 -3.816 -0.940
H -1.703 0.056 -3.380
H -4.244 -3.917 -1.444
H 3.392 2.610 1.689
H 2.996 -0.264 1.204

Its orbital gap is 5.79 eV. The calculation puts the max |F| at 0.0033 hartree/bohr. As for the total energy: -91447.945 eV. As for the net charge: 0. As for the spin multiplicity: 1.

---

Record 3
Molecular formula: C21H42AsO3PPbSeSiTe
Method: DFT, wB97M-V/def2-TZVPD

Atoms and positions in Å:
Pb -0.697 -0.865 -0.438
Te -2.297 4.139 1.562
Se 0.918 -3.166 0.084
As -0.490 -0.706 2.441
P -2.335 2.289 0.140
Si -0.626 -4.496 -0.891
O -3.143 1.014 0.753
O -1.024 1.648 -0.267
O -3.184 2.664 -1.174
C -0.447 0.598 7.670
C -1.159 -2.281 3.347
C -4.470 1.165 1.272
C 1.545 -0.019 -0.446
C -1.853 0.031 5.804
C 3.678 0.625 -1.659
C -0.021 -6.265 -0.855
C 0.116 1.347 5.455
C 1.347 -0.676 3.068
C -1.296 0.761 3.464
C 1.839 1.735 -0.081
C -2.268 -4.423 0.021
C -1.576 -0.028 7.161
C -3.151 1.830 -2.340
C -4.966 -0.206 1.672
C -4.210 0.747 -2.297
C -1.008 0.713 4.930
C 0.396 1.290 6.812
C 1.381 1.206 -2.623
C 2.187 0.708 -1.447
C -0.920 -3.964 -2.667
H -0.939 1.688 3.011
H 1.350 0.415 -3.375
H 0.364 1.452 -2.319
H 2.207 2.566 -0.686
H 4.076 1.557 -2.061
H 0.023 -3.912 -3.214
H -4.195 0.180 -3.229
H 0.968 -6.349 -1.308
H -4.988 -0.879 0.814
H -2.364 0.717 3.258
H 1.270 1.795 7.202
H 2.239 -0.484 0.253
H -3.322 2.504 -3.180
H 1.840 2.084 -3.080
H 0.799 1.960 0.150
H 2.502 1.616 0.769
H 1.797 0.287 2.825
H 4.200 0.376 -0.736
H -5.973 -0.136 2.082
H -1.578 -4.668 -3.183
H -5.202 1.183 -2.177
H -2.743 -0.449 5.414
H -0.705 -6.923 -1.397
H -2.727 -3.432 -0.010
H -0.666 -3.153 2.921
H 1.895 -1.479 2.578
H -0.957 -2.203 4.415
H -2.233 -2.362 3.182
H -1.390 -2.979 -2.711
H 3.877 -0.166 -2.383
H -0.231 0.556 8.730
H -2.153 1.398 -2.451
H -4.317 -0.645 2.433
H -4.029 0.057 -1.473
H 0.766 1.907 4.793
H -2.248 -0.557 7.824
H -5.109 1.608 0.503
H -4.440 1.855 2.119
H 1.371 -0.820 4.148
H 0.053 -6.621 0.174
H -2.976 -5.127 -0.426
H -2.134 -4.702 1.067

Its orbital gap is 7.09 eV. The calculation puts the max |F| at 0.0047 hartree/bohr. As for the total energy: -184495.795 eV. As for the net charge: 0. As for the spin multiplicity: 1.

---

For the records above, the corresponding E_LUMO values read -2.3 0.3 0.1 eV.